(1)
# C3H7N4

The ion C3H7N4 with charge +1 (ωB97M-V/def2-TZVPD, the Open Molecules 2025 dataset).

HOMO: -13.16 eV
Electronic energy: -9174.75119 eV
Kohn-Sham gap: 8.06 eV

Geometry as ORCA input:
```
! wB97M-V def2-TZVPD RIJCOSX def2/J DEFGRID3
* xyz 1 1
C -0.043 -0.721 -1.492
C 0.887 -1.198 -0.587
C -1.062 0.598 0.157
N -0.895 0.256 -1.159
N 0.997 -0.355 0.448
N -1.405 1.817 0.286
N 1.465 -0.805 1.595
H 0.047 -0.852 -2.597
H 1.469 -2.116 -0.793
H -1.187 0.847 -1.875
H -1.230 2.534 -0.469
H -1.793 2.235 1.134
H 1.374 -1.908 1.708
H 1.539 -0.216 2.352
*
```

Atom charges from the natural (NBO) analysis, given in e for atoms 1 to 4:
1. C 0.140
2. C -0.160
3. C 0.317
4. N -0.525

***

(2)
# C3H7N4

The ion C3H7N4 with charge +1 (ωB97M-V/def2-TZVPD, the Open Molecules 2025 dataset).

SMILES string: [H]/N=C/N=N\[NH+]=C\C
HOMO: -14.54 eV
Electronic energy: -9172.99591 eV
Kohn-Sham gap: 8.75 eV

Geometry as ORCA input:
```
! wB97M-V def2-TZVPD RIJCOSX def2/J DEFGRID3
* xyz 1 1
H 2.727 -2.212 0.726
N 2.057 -1.611 0.050
C 2.269 -0.381 0.190
N 1.884 0.692 -0.392
N 0.991 1.506 -0.444
N -0.326 1.200 0.007
C -0.942 0.067 -0.195
C -2.441 -0.146 -0.191
H 2.884 0.102 0.975
H -0.746 2.000 0.360
H -0.169 -0.634 -0.696
H -2.562 -0.181 0.960
H -2.652 -1.114 -0.710
H -2.973 0.711 -0.640
*
```

Atom charges from the natural (NBO) analysis, given in e for atoms 1 to 4:
1. H 0.400
2. N -0.608
3. C 0.180
4. N -0.073

***

(3)
# C3H7N4

The ion C3H7N4 with charge +1 (ωB97M-V/def2-TZVPD, the Open Molecules 2025 dataset).

SMILES string: Nn1cc[nH]c1=[NH2+]
HOMO: -13.46 eV
Electronic energy: -9177.64833 eV
Kohn-Sham gap: 10.49 eV

Geometry as ORCA input:
```
! wB97M-V def2-TZVPD RIJCOSX def2/J DEFGRID3
* xyz 1 1
N 1.603 -1.176 -0.041
N 0.381 -0.556 0.192
C -0.834 -1.225 0.030
C -1.795 -0.263 -0.001
N -1.124 0.928 0.092
C 0.186 0.748 0.132
N 1.097 1.749 0.070
H 1.360 -1.996 -0.613
H 1.899 -1.583 0.858
H -1.249 -2.232 -0.187
H -2.820 -0.322 -0.075
H -1.521 1.842 -0.113
H 0.750 2.603 -0.208
H 2.068 1.483 -0.137
*
```

Atom charges from the natural (NBO) analysis, given in e for atoms 1 to 4:
1. N -0.609
2. N -0.180
3. C -0.115
4. C -0.035

***

(4)
# C3H7N4O2

The ion C3H7N4O2 with charge +1 (ωB97M-V/def2-TZVPD, the Open Molecules 2025 dataset).

SMILES string: [NH2+]=C1CN(N=O)CN1O
HOMO: -13.69 eV
Electronic energy: -13267.80388 eV
Kohn-Sham gap: 9.56 eV

Geometry as ORCA input:
```
! wB97M-V def2-TZVPD RIJCOSX def2/J DEFGRID3
* xyz 1 1
N 1.595 0.778 -0.542
C 0.418 0.283 -0.238
C -0.768 1.167 -0.138
N -1.846 0.175 -0.020
N -3.152 0.496 -0.293
O -3.931 -0.408 -0.266
C -1.138 -0.981 0.474
N 0.206 -0.957 0.100
O 1.028 -2.018 0.050
H 2.360 0.153 -0.750
H 1.745 1.726 -0.339
H -0.827 1.880 0.669
H -1.045 1.931 -1.017
H -1.758 -1.788 0.034
H -1.118 -0.916 1.529
H 0.648 -2.804 -0.366
*
```

Atom charges from the natural (NBO) analysis, given in e for atoms 1 to 4:
1. N -0.707
2. C 0.506
3. C -0.323
4. N -0.272

***

Which of these has the highest electronic energy? number 2

***

What is the Kohn-Sham gap in the second record? 8.75 eV

***

electronic energy of number 1 (C3H7N4)? -9174.75119 eV